55
Properties=species:S:1:pos:R:3:forces:R:3:mulliken_charge:R:1 method="wB97M-V/def2-TZVPD" homo_energy_ha=-0.340 smiles="C[N+](=O)[O-].c1ccccc1.c1ccccc1.c1ccccc1.c1ccccc1" e_above_lowest_kcal_mol=90.61 total_energy_ev=-31944.46597 total_charge=0
C -5.5833 -4.8336 2.4306 0.1775 0.5639 0.0812 -0.669
N -4.3103 -4.1530 2.8666 -0.2010 -0.6170 0.7659 0.817
O -3.7640 -4.6282 3.8462 -0.0737 0.3658 -0.3229 -0.536
O -3.9009 -3.2153 2.2177 -0.2280 -0.0522 -0.0476 -0.462
H -5.6942 -5.7370 3.0153 0.3574 -0.3282 -0.3795 0.311
H -5.4615 -4.9090 1.3540 -0.3506 -0.4271 0.0575 0.224
H -6.4505 -4.2255 2.6853 0.2980 0.4428 -0.1652 0.292
C 2.7768 6.3433 2.6837 -0.4921 0.4718 0.0728 -0.314
C 1.8124 5.3564 2.5754 0.2273 -1.0444 0.2470 -0.531
C 1.8883 4.4438 1.5303 -0.3545 0.2551 -0.3436 -0.207
C 2.8428 4.6215 0.5559 0.9539 -0.1289 -1.1204 -0.200
C 3.7519 5.6659 0.5913 -0.0065 1.1970 1.0001 -0.506
C 3.7065 6.5573 1.6746 0.1706 -0.8886 0.4081 -0.419
H 2.7524 6.9800 3.5610 0.1400 0.0544 -0.0739 0.331
H 1.1168 5.1493 3.3804 -0.1040 0.3412 -0.0430 0.337
H 1.1913 3.6286 1.3792 -0.0949 0.0360 0.4279 0.438
H 2.9611 3.9265 -0.2713 -0.3702 -0.0731 0.0870 0.385
H 4.4993 5.8612 -0.1651 -0.0529 -0.4132 -0.1889 0.360
H 4.4801 7.2867 1.8799 -0.0518 0.1839 -0.4999 0.327
C -1.5776 -4.3945 -0.0950 1.3778 0.8508 -0.0075 0.088
C -0.2157 -4.7237 -0.1119 -0.6667 -1.5841 -0.0337 -0.527
C 0.0971 -6.0682 -0.3802 -0.0136 0.5203 -0.2586 -0.340
C -0.8929 -6.9928 -0.7099 0.5324 -0.0203 0.0861 -0.416
C -2.2151 -6.6046 -0.7814 -0.1724 -0.3099 -0.1226 -0.364
C -2.5334 -5.2983 -0.4961 -0.7745 0.6114 0.4836 -0.396
H -1.8406 -3.3967 0.2320 -0.2280 -0.0179 -0.1971 0.001
H 0.5813 -4.0284 0.0994 -0.1345 0.2159 0.1762 0.433
H 1.1266 -6.4033 -0.3736 0.0426 0.0751 0.0372 0.346
H -0.5948 -8.0116 -0.9233 -0.1009 -0.0286 0.0290 0.350
H -3.0060 -7.3035 -1.0258 0.1312 -0.0577 -0.1177 0.364
H -3.5558 -4.9319 -0.5258 -0.0322 -0.2744 -0.0360 0.418
C 0.9009 2.4970 -3.0713 0.9130 0.3318 0.1332 -0.212
C 0.8068 3.7043 -3.7562 -0.0538 -0.2105 -0.0823 -0.456
C 1.7906 4.0748 -4.6766 -0.8807 -0.0532 0.1439 -0.449
C 2.8422 3.2261 -4.9114 0.8074 -0.2060 -0.2542 -0.315
C 2.9848 2.0497 -4.1866 0.1372 -0.4254 -0.0807 -0.592
C 2.0302 1.6811 -3.2675 -1.1315 0.4448 0.4832 -0.101
H 0.1995 2.2544 -2.2842 -0.2187 -0.0935 -0.1840 0.311
H -0.0506 4.3479 -3.6070 0.0275 0.0319 0.1008 0.368
H 1.6665 4.9925 -5.2361 0.1337 0.0226 0.0048 0.385
H 3.5875 3.4593 -5.6638 -0.0330 0.1183 0.0660 0.345
H 3.8257 1.3849 -4.3455 0.0703 0.1650 -0.1187 0.367
H 2.1038 0.7858 -2.6634 0.2369 -0.1086 -0.1654 0.359
C -0.0481 0.1317 -0.0280 0.5143 0.1945 0.1055 -0.224
C 0.5383 0.8043 1.0466 0.0626 -0.6563 0.3208 -0.338
C 0.0120 0.6673 2.3316 0.4415 -0.5713 -0.3762 -0.548
C -1.0983 -0.1432 2.5131 -0.6922 -0.0096 0.2968 -0.477
C -1.7050 -0.7777 1.4467 0.4135 -0.3568 -1.0346 -0.383
C -1.1449 -0.6883 0.1645 -0.5309 0.6732 0.4610 -0.575
H 0.4314 0.2216 -0.9951 -0.1525 -0.0853 -0.0909 0.326
H 1.5101 1.2635 0.9154 -0.1544 0.3596 -0.0896 0.591
H 0.5694 1.0185 3.1900 -0.1605 0.3511 -0.0177 0.399
H -1.5487 -0.3162 3.4843 0.2714 0.1959 0.1269 0.387
H -2.5608 -1.4239 1.5704 -0.0634 0.0906 0.2902 0.399
H -1.6312 -1.1768 -0.6692 0.1365 -0.1226 -0.0405 0.495



66
Properties=species:S:1:pos:R:3:forces:R:3:mulliken_charge:R:1 method="wB97M-V/def2-TZVPD" homo_energy_ha="-0.106 / -0.106" e_above_lowest_kcal_mol=0.00 total_energy_ev=-64523.08438 total_charge=-1
W -0.4596 0.6636 0.1492 0.4126 3.4891 2.8006 2.195
C -0.4838 2.3175 -2.9606 -0.1336 -0.1164 0.3375 -1.168
N 0.3589 1.2088 -2.4195 -0.1095 0.2960 -1.2954 1.306
C 0.2384 0.0815 -3.3543 0.1259 -0.2103 0.3300 -1.574
C -1.0460 -0.7589 -3.1474 0.6017 0.1647 0.2496 -1.287
N -1.1570 -1.1476 -1.7435 -1.3048 -0.3660 -0.2392 1.788
C -2.3542 -0.7080 -1.0325 -0.9222 -0.3203 -0.1637 -2.050
C -0.8823 -2.5239 -1.4595 0.5434 0.1488 -0.1999 -1.748
C -1.6678 -3.5537 -1.9611 -0.0624 0.0581 0.1203 -0.058
C -1.3825 -4.8716 -1.6412 0.0387 -0.0522 0.0431 -0.918
C -0.2876 -5.1426 -0.8214 -0.0582 -0.0148 -0.0639 -0.576
C 0.5076 -4.1180 -0.3432 0.0031 0.0827 -0.0234 -0.713
C 0.2342 -2.7755 -0.6575 0.1275 -0.1981 -0.0637 1.151
S 1.2228 -1.4738 -0.0719 0.0144 0.1353 -0.1962 -0.405
C 1.6975 1.7382 -2.2772 0.0087 -0.2687 0.5395 -0.404
C 2.6903 1.4820 -3.2105 0.0626 0.0256 -0.0232 -0.186
C 3.9561 2.0479 -3.0952 0.0178 0.0005 0.0306 -0.884
C 4.2316 2.8823 -2.0250 0.0005 -0.0319 -0.0298 -0.559
C 3.2526 3.1277 -1.0729 -0.0497 -0.0200 0.0164 -0.529
C 1.9746 2.5648 -1.1549 -0.0412 0.0011 -0.2303 0.541
S 0.7956 2.8650 0.1183 0.4771 -0.5349 -0.8686 -0.445
H 0.1470 3.0539 -3.4610 -0.0500 0.0462 -0.0423 0.359
H -1.0576 2.7637 -2.1518 0.1471 0.1611 -0.0582 0.077
H -1.1897 1.9127 -3.6877 -0.0372 0.0043 0.0237 0.494
H 1.0735 -0.6028 -3.1923 0.0327 0.0787 0.0692 0.578
H 0.2718 0.4495 -4.3893 0.0435 -0.2204 -0.0860 0.439
H -0.9040 -1.6621 -3.7466 -0.1862 0.0658 -0.1644 0.505
H -1.9442 -0.2464 -3.5001 -0.0037 0.0747 0.1105 0.501
H -3.2567 -1.3344 -1.1396 0.3288 -0.4749 0.0367 0.274
H -2.6136 0.2620 -1.3960 -0.3621 0.2137 -0.2506 0.729
H -2.2085 -0.5696 0.0832 -0.3160 -0.4492 -1.0044 0.620
H -2.5235 -3.3146 -2.5850 0.0145 0.0119 -0.0111 0.416
H -2.0039 -5.6742 -2.0183 0.0057 -0.0075 -0.0010 0.383
H -0.0543 -6.1675 -0.5564 -0.0021 -0.0023 0.0016 0.360
H 1.3574 -4.3375 0.2911 0.0020 0.0156 0.0076 0.424
H 2.4894 0.8367 -4.0557 -0.0347 0.0145 0.0147 0.351
H 4.7133 1.8270 -3.8373 0.0050 0.0061 0.0038 0.359
H 5.2146 3.3255 -1.9146 -0.0044 0.0115 -0.0035 0.370
H 3.4736 3.7500 -0.2135 -0.0003 0.0004 -0.0001 0.379
C -2.0399 -2.9234 3.0652 0.0068 0.0639 -0.0827 -1.405
C -1.8351 -2.3976 1.7820 -0.2286 -0.2716 0.0055 -0.126
N -1.2546 -1.2096 1.8457 0.2923 0.3406 0.0222 0.767
N -1.0769 -0.9367 3.1512 -0.1505 -0.2719 0.1800 -0.706
C -1.5376 -1.9533 3.9044 0.0408 0.0488 -0.0303 -0.102
B -0.4287 0.3573 3.6705 0.1461 -0.1211 -0.0450 -0.215
N 0.9939 0.4778 3.1182 0.1133 -0.1010 0.0788 -0.226
C 2.1513 0.4861 3.7950 0.0969 -0.0097 0.0028 -0.142
C 3.1816 0.6300 2.8868 -0.0276 0.0152 0.0408 -1.443
C 2.5415 0.7076 1.6499 -0.0491 0.0200 -0.0736 -0.306
N 1.2252 0.6165 1.8015 0.0189 -0.3043 0.3582 0.432
N -1.2053 1.5769 3.1866 -0.1991 0.1306 -0.1940 0.010
C -1.8263 2.5173 3.9159 0.0256 0.0261 0.0110 -0.165
C -2.3428 3.4596 3.0546 -0.0210 0.0391 -0.0108 -1.273
C -1.9821 3.0084 1.7806 0.0166 -0.0994 -0.1536 0.030
N -1.3013 1.8704 1.8675 0.0584 -0.6493 0.8085 -0.103
H -2.4891 -3.8663 3.3237 0.0133 0.0030 0.0303 0.405
H -2.1062 -2.8352 0.8326 0.1082 0.0282 0.0403 0.298
H -1.4719 -1.9034 4.9783 0.0036 -0.0032 0.0031 0.432
H -0.4076 0.3116 4.8743 0.0042 0.0775 -0.0185 -0.195
H 2.1534 0.3919 4.8679 -0.0076 0.0030 0.0028 0.408
H 4.2380 0.6781 3.0838 0.0003 0.0001 0.0108 0.404
H 2.9626 0.8336 0.6661 0.0075 -0.0286 -0.0008 0.645
H -1.8448 2.4469 4.9907 0.0084 -0.0091 -0.0030 0.424
H -2.8956 4.3490 3.3015 0.0070 -0.0008 0.0080 0.394
H -2.1701 3.4204 0.8056 -0.0177 0.0321 0.0124 0.461
O -1.6560 1.7083 -0.5472 0.3986 -0.7771 -0.7196 -0.798



62
Properties=species:S:1:pos:R:3:forces:R:3:mulliken_charge:R:1 method="wB97M-V/def2-TZVPD" homo_energy_ha=-0.271 smiles="C[C@@H](O)Cc1ccc2c(c1)Nc1cc(CC=O)cc(Br)c1S2.O=C1CCCO1.O=C1CCCO1" total_energy_ev=-121030.24311 total_charge=0
C -3.3307 0.9257 3.6741 -0.5441 0.2649 0.5410 -1.125
C -2.6322 1.9663 2.7184 -0.9889 0.2161 0.2956 0.418
O -1.3148 2.3324 3.1879 -0.3140 -0.4419 -0.2173 -0.476
C -2.6266 1.5809 1.1987 0.9512 -0.1587 -0.4295 -0.804
C -1.8175 0.2992 0.8423 1.7186 -1.5830 -0.9601 0.662
C -2.1853 -1.0657 1.1810 0.8858 -0.4587 -0.6011 0.079
C -1.3975 -2.2452 0.7845 0.9265 3.0903 -0.5447 -1.004
C -0.1972 -1.9972 0.0110 0.2453 0.8156 -0.0443 0.843
C 0.2446 -0.6615 -0.3734 -2.7729 0.9778 1.4024 0.010
C -0.5804 0.4642 0.0593 -0.4417 -1.2709 0.4970 -0.395
N 1.4084 -0.3619 -1.1697 0.1639 -2.0105 1.2876 -0.211
C 2.5475 -1.1736 -0.8745 3.2543 -0.7760 0.1656 0.168
C 3.8947 -0.5908 -0.8975 0.3870 -1.5874 0.3527 -0.693
C 5.1074 -1.3802 -0.6178 -1.8126 -0.8625 0.0744 0.424
C 6.5132 -0.6825 -0.6493 -0.2455 -0.0168 0.5252 -0.302
C 7.6393 -1.5543 0.0214 -0.0979 0.3690 -0.2861 -0.122
O 7.6750 -1.7762 1.2055 -0.1928 0.1719 -0.6313 -0.437
C 4.9741 -2.7934 -0.2932 -1.1201 0.4627 -0.3947 -0.321
C 3.6618 -3.4225 -0.2852 0.1040 2.4512 -0.3672 -0.518
Br 3.4521 -5.3224 0.1379 0.2960 1.4929 -0.3476 -0.215
C 2.4914 -2.6169 -0.5719 -0.1183 0.7206 0.1083 0.715
S 0.8419 -3.3884 -0.5608 0.1319 0.8706 0.2062 -0.346
H -2.6732 0.5768 4.5219 -0.4307 0.3003 -0.9984 0.315
H -3.7507 0.0271 3.1653 0.5130 0.7790 0.2941 0.228
H -4.2042 1.4316 4.1790 0.8685 -0.5164 -0.4919 0.294
H -3.2343 2.9193 2.7992 0.5732 -0.9084 -0.2239 0.217
H -1.0476 1.7427 3.9094 -0.2169 0.1292 -0.4531 0.261
H -2.1141 2.4322 0.6619 -0.5095 -0.8345 0.5529 0.052
H -3.6491 1.5165 0.7375 0.7138 -0.0308 0.8428 0.410
H -3.1216 -1.2821 1.7419 0.8244 0.3208 -0.6173 0.010
H -1.7067 -3.2806 1.0462 0.3096 1.0548 -0.2255 0.389
H -0.2580 1.5056 -0.2173 -0.3949 -1.1663 0.2905 -0.156
H 1.6283 0.6318 -1.1796 -0.1305 -0.3674 -0.0107 0.225
H 4.0764 0.4869 -1.1431 -0.5191 -1.0239 0.2536 0.255
H 6.7987 -0.3616 -1.6849 -0.2360 -0.5375 0.7971 0.300
H 6.4634 0.2623 -0.0338 -0.0254 -0.9377 -0.5186 0.283
H 8.4754 -1.9523 -0.6302 -0.7079 0.3151 0.1973 0.324
H 5.8547 -3.4345 -0.0434 -0.8906 0.7839 -0.2796 0.254
O 0.2059 3.8195 -2.2827 -0.0918 -0.2610 0.4249 -0.589
C 0.4898 4.3303 -1.2364 -0.1764 0.1656 -0.6384 0.425
C 1.4847 5.4481 -1.0337 0.3285 -0.0847 0.4683 -0.395
C 1.7168 5.4007 0.4667 0.3220 0.2391 0.0727 -0.590
C 0.3961 4.8670 0.9819 0.0275 0.0713 0.5355 -0.294
O -0.0891 3.9955 -0.0524 0.1616 -0.0188 -0.3070 -0.259
H 1.0295 6.3896 -1.3471 0.0277 -0.0660 -0.1256 0.259
H 2.4010 5.2616 -1.5903 -0.2220 0.0983 -0.2604 0.283
H 1.9906 6.3625 0.9003 -0.0725 -0.0608 0.0358 0.355
H 2.5168 4.6903 0.6917 -0.0568 0.0416 0.0292 0.269
H -0.3390 5.6602 1.1415 -0.0007 -0.0417 -0.0471 0.249
H 0.5142 4.3042 1.9072 -0.2528 -0.1328 -0.1406 0.262
O -5.0910 -1.2362 -0.6707 0.2896 -0.3053 0.2043 -0.567
C -4.7243 -2.2112 -1.2642 -0.1625 0.6432 -0.0525 0.415
C -5.3720 -2.7969 -2.4965 -0.0189 -0.5524 0.0137 -0.441
C -4.7523 -4.1823 -2.5551 -0.2145 -0.2607 -0.2873 -0.518
C -3.4028 -3.9602 -1.9030 0.2395 -0.2747 -0.1381 -0.441
O -3.6186 -2.9273 -0.9301 -0.4568 0.0477 -0.0536 -0.159
H -5.0994 -2.1909 -3.3627 -0.0909 0.0803 0.0676 0.275
H -6.4535 -2.8425 -2.3856 0.0529 0.3371 -0.0525 0.293
H -4.6813 -4.5907 -3.5633 0.0787 0.0061 0.0648 0.327
H -5.3457 -4.8753 -1.9527 0.0593 0.0190 -0.0369 0.267
H -2.6482 -3.6152 -2.6150 -0.0115 0.0195 0.0504 0.264
H -3.0348 -4.8583 -1.4069 0.0842 0.1927 0.1314 0.300